12
Properties=species:S:1:pos:R:3:forces:R:3 method="wB97M-V/def2-TZVPD" lumo_ev="-8.168 / -13.040" charge=+2 homo_lumo_gap_ev="9.45 / 4.46" s_squared=8.758 homo_ev="-17.6 / -17.5" fmax_ev_per_a=5.97 relative_energy_kj_mol=492.9 spin_multiplicity=6
O -0.881574 -0.669642 1.559036 -2.63 0.49 -0.91
C -0.750329 -0.252141 0.394408 3.61 -2.53 2.56
C 1.777509 0.910928 0.858221 1.21 1.80 -3.22
O -1.579642 -0.011605 -0.529556 -2.24 1.33 -0.91
O 0.450635 -0.618170 -0.071682 1.77 0.68 -3.77
C 1.116404 0.635744 -0.330310 1.48 0.55 5.76
H 1.866992 1.979511 1.071732 0.71 -0.18 -0.07
H 2.621231 0.280240 1.144775 -1.18 -0.77 1.44
H 1.175663 1.538014 -0.944386 -1.35 -0.59 -1.33
H -3.036918 -3.031292 -0.950869 0.16 -0.15 0.31
Li -0.461342 1.103839 -2.195347 -0.27 0.04 -0.05
Ru -2.298629 -1.865426 -0.006023 -1.26 -0.67 0.19

108
Properties=species:S:1:pos:R:3:forces:R:3 method="wB97M-V/def2-TZVPD" lumo_ev=-2.353 charge=0 homo_lumo_gap_ev=6.76 homo_ev=-9.1 fmax_ev_per_a=9.74 smiles="C#Cc1c(C)c2c(c(C(=O)NC(=O)F)c1CCCOC(C)=O)C(=O)C=CC2=O.NC(N)=O.NC(N)=O.NC(N)=O.NC(N)=O.NC(N)=O.NC(N)=O.NC(N)=O.NC(N)=O" spin_multiplicity=1
C 2.499879 -1.285699 4.528695 -7.17 3.13 -5.81
C 1.526113 -0.798821 3.608902 4.13 -3.85 6.02
C 0.056002 -0.615134 2.837013 -1.16 0.55 -0.79
C -0.802822 0.771960 3.124634 -1.03 -3.03 -2.01
C -0.228954 1.947187 4.124212 0.17 0.27 -1.16
C -2.261371 0.885486 2.342774 1.63 -2.13 -0.34
C -2.804544 -0.298008 1.293083 2.20 0.00 1.17
C -1.911252 -1.669115 0.971762 1.31 1.86 2.86
C -2.436491 -2.813183 -0.106581 -2.88 4.52 -5.35
O -3.027237 -2.312830 -1.227682 3.77 -3.54 7.29
N -2.328554 -4.310644 0.080753 1.73 -0.55 -2.57
C -1.543560 -4.988786 -1.020222 1.99 2.05 -5.19
O -0.995952 -4.404428 -2.088666 -3.50 -4.04 7.77
F -1.361739 -6.484640 -0.924193 -1.04 4.81 0.43
C -0.463013 -1.816034 1.794798 -1.42 2.16 0.38
C 0.540693 -3.105427 1.643140 0.44 0.25 0.76
C 1.920935 -2.814425 0.804452 0.65 -0.17 -0.10
C 1.704707 -2.541794 -0.803887 1.78 -1.14 0.53
O 0.828138 -1.405461 -1.125701 2.32 1.84 -0.06
C 1.583041 -0.176382 -1.414637 1.82 1.78 -5.51
C 1.995869 0.969872 -0.270048 -0.59 -0.17 -0.15
O 1.952176 0.118810 -2.679846 -2.51 -2.36 8.19
C -4.287048 0.010038 0.611986 -3.34 -2.33 -0.92
O -5.218361 -0.910409 0.349257 6.00 5.51 1.61
C -4.586712 1.624463 0.297113 1.84 2.73 3.03
C -4.089274 2.704896 1.240506 -0.51 -3.81 -1.78
C -3.207408 2.231218 2.579784 -0.66 2.24 2.83
O -3.272691 2.921119 3.729777 0.75 -4.25 -6.85
H 3.235921 -1.689779 5.373835 -1.74 1.19 -2.68
H 0.921920 1.819784 4.392170 -2.63 -0.23 -0.63
H -0.873908 2.034661 5.097301 1.20 -0.26 -2.05
H -0.282399 2.963032 3.499400 -0.16 -2.18 1.51
H -3.247379 -4.768067 0.268450 1.04 0.42 -0.13
H 0.047538 -4.072019 1.205416 0.55 2.14 0.74
H 0.880366 -3.389544 2.751826 -0.78 0.74 -2.38
H 2.566986 -3.815688 0.878083 -1.43 2.10 -0.20
H 2.607843 -1.984162 1.318283 -1.82 -1.65 -1.11
H 1.340192 -3.571735 -1.270789 0.17 2.57 0.74
H 2.754932 -2.324223 -1.291658 -1.95 -0.55 1.01
H 3.137922 0.871642 0.018904 -2.46 -0.11 -0.62
H 1.301371 0.924876 0.673510 1.47 -0.25 -1.79
H 1.856522 2.036634 -0.743959 0.27 -2.36 0.61
H -5.194595 1.987141 -0.644364 1.16 -1.08 2.03
H -4.288935 3.858569 1.041732 0.36 -2.83 0.61
N 6.995147 -2.550879 3.624484 0.43 0.58 -1.19
C 6.079255 -3.071480 4.461004 -0.03 -0.02 -0.10
N 6.576490 -3.508522 5.632062 -0.04 -0.55 1.31
O 4.893152 -3.141612 4.180161 -0.59 0.03 -0.03
H 7.976064 -2.484543 3.837863 -0.01 0.03 0.18
H 6.662571 -2.210106 2.731838 0.13 -0.17 0.38
H 5.920531 -3.907729 6.290662 0.29 0.12 -0.28
H 7.549906 -3.459271 5.881304 -0.02 0.12 -0.09
N 9.673186 0.414617 5.672220 -0.96 0.80 0.52
C 10.256914 -0.734343 5.286475 -0.09 -0.13 0.04
N 11.472796 -0.584328 4.730820 1.15 -0.39 -0.60
O 9.726270 -1.824623 5.429091 -0.32 -0.47 -0.08
H 10.094225 1.321787 5.563139 -0.07 -0.18 0.02
H 8.756781 0.346168 6.095382 0.35 0.07 -0.16
H 11.946964 -1.424553 4.426534 -0.14 0.35 0.12
H 11.925980 0.304979 4.604947 -0.10 -0.17 0.04
N 2.576331 -5.543337 -5.015862 1.12 1.18 -0.46
C 1.884501 -6.691158 -4.899564 -0.03 -0.87 -0.37
N 0.903304 -6.661480 -3.979783 -1.01 -0.37 0.85
O 2.127427 -7.679482 -5.573979 0.06 0.01 -0.05
H 2.391198 -4.719104 -4.469514 -0.01 -0.17 -0.10
H 3.323917 -5.523233 -5.697229 -0.31 -0.01 0.29
H 0.358159 -7.505276 -3.860503 0.20 0.36 -0.03
H 0.688278 -5.857228 -3.414957 -0.10 -0.09 -0.07
N 2.837673 -0.372421 -5.388031 -0.04 -0.97 0.85
C 2.796652 0.770006 -6.097134 -0.34 0.47 0.58
N 3.275981 0.667642 -7.349887 0.50 0.39 -1.64
O 2.359902 1.814811 -5.640774 0.00 0.11 -0.11
H 3.193581 -1.242487 -5.746421 -0.07 0.24 -0.03
H 2.486293 -0.338818 -4.439901 0.02 -0.03 -0.15
H 3.263343 1.504806 -7.917690 0.02 -0.36 0.21
H 3.639690 -0.183836 -7.743318 -0.09 0.18 0.10
N -5.846718 -2.134701 -2.736615 -0.10 0.90 1.01
C -6.186594 -2.850174 -3.823919 -0.75 0.25 -0.11
N -5.209385 -3.643384 -4.298794 0.83 -1.12 -0.89
O -7.292102 -2.784883 -4.337944 -0.12 -0.04 -0.13
H -4.941654 -2.174961 -2.299159 -0.06 0.00 0.02
H -6.553684 -1.524642 -2.347287 0.30 -0.27 -0.09
H -5.423784 -4.199050 -5.116518 0.10 0.23 0.34
H -4.292963 -3.710607 -3.889236 -0.13 0.08 -0.04
N -3.896389 5.160817 -3.543050 0.19 0.96 0.16
C -4.563120 4.051303 -3.176858 0.06 0.33 0.06
N -4.186235 2.933747 -3.823890 0.02 -1.49 -0.36
O -5.439092 4.058100 -2.326411 -0.34 -0.17 0.50
H -3.172145 5.175169 -4.241185 -0.16 0.08 0.13
H -4.149459 6.024057 -3.080101 0.21 -0.13 -0.37
H -4.663209 2.076160 -3.578039 0.20 0.30 -0.20
H -3.467166 2.908316 -4.527011 -0.12 0.01 0.15
N -6.236647 8.603219 -3.908714 -0.69 0.38 1.16
C -5.211355 8.245396 -4.702683 0.38 -0.03 0.15
N -5.538321 8.079626 -5.996994 0.16 -0.27 -1.40
O -4.076350 8.084187 -4.282677 0.24 -0.09 0.14
H -7.177973 8.740699 -4.236025 0.19 -0.06 0.07
H -6.033413 8.738346 -2.926886 -0.13 -0.05 -0.38
H -4.795604 7.810162 -6.628788 -0.33 0.11 0.23
H -6.467151 8.207773 -6.361602 0.18 -0.04 0.09
N -4.221292 4.634725 6.600722 -1.09 0.11 -0.86
C -3.414723 4.785206 7.666766 -0.48 0.55 0.50
N -2.263202 4.093144 7.598369 1.52 -0.65 0.35
O -3.704305 5.492394 8.618952 0.06 0.03 0.10
H -4.000270 4.056946 5.807343 -0.01 0.06 0.01
H -5.098458 5.138706 6.612107 0.37 -0.22 -0.01
H -1.627364 4.178567 8.380555 -0.26 -0.04 -0.33
H -2.007201 3.505721 6.822815 -0.12 0.14 0.11

94
Properties=species:S:1:pos:R:3:forces:R:3 method="wB97M-V/def2-TZVPD" lumo_ev=-3.754 charge=+1 homo_lumo_gap_ev=7.31 homo_ev=-11.1 fmax_ev_per_a=2.79 spin_multiplicity=1
N -0.676554 4.973159 -2.760032 1.44 -1.45 0.18
C -0.623085 3.713891 -2.958446 -0.62 0.61 -0.03
C 0.546373 2.721304 -2.741340 -0.42 0.18 -0.62
P 2.277535 3.380939 -2.686957 -1.31 -0.53 0.33
P 2.891642 3.438962 -0.557358 2.27 1.49 0.66
S 4.563563 4.445037 -0.483374 -0.61 -0.41 -0.11
H 0.258311 5.234326 -2.412869 -0.30 0.92 0.04
H -1.552409 3.247450 -3.292321 0.33 -0.40 0.04
H 0.499441 1.967255 -3.540689 0.03 0.14 0.21
H 0.354571 2.173965 -1.804790 0.11 0.09 -0.22
H 2.364553 4.679857 -3.257436 0.13 -0.40 0.36
H 3.161035 2.477446 -3.339700 -0.08 0.34 0.02
H 3.087921 2.083164 -0.154690 -0.86 0.27 -0.35
H 1.840612 4.069508 0.177128 -0.15 -0.74 -0.54
C -3.449298 0.616546 -2.230107 -0.09 -0.03 0.05
O -2.267323 0.888288 -2.436772 0.05 0.16 -0.01
N -3.843540 -0.177070 -1.200213 0.01 -0.15 0.01
N -4.455925 1.087277 -3.013662 0.11 0.07 -0.10
H -4.802603 -0.412963 -1.007284 -0.02 0.13 0.11
H -3.124477 -0.539762 -0.605760 0.10 -0.02 -0.06
H -4.203184 1.674494 -3.784461 -0.03 0.01 -0.05
H -5.424412 0.878573 -2.859886 -0.01 -0.01 0.07
C -5.701046 -0.667013 2.365601 -0.31 0.07 -0.02
O -6.356930 -0.126139 1.479628 0.19 -0.14 0.00
N -4.395467 -1.009052 2.196761 0.54 -0.11 -0.10
N -6.208428 -0.973970 3.585073 -0.17 0.07 0.20
H -3.838852 -1.455581 2.906280 -0.18 -0.20 0.14
H -3.984370 -0.797225 1.312478 0.00 0.14 0.00
H -7.167633 -0.740947 3.755758 -0.04 0.02 -0.02
H -5.673510 -1.419496 4.311335 0.08 -0.12 -0.14
C 0.661550 7.711080 -0.859253 -0.38 0.16 -0.06
O 1.404004 6.915406 -1.427806 0.31 -0.45 0.00
N -0.631465 7.871811 -1.226847 -0.03 -0.08 -0.12
N 1.087565 8.485526 0.177004 0.26 0.09 -0.01
H -1.262393 8.512442 -0.784490 0.01 0.04 0.04
H -0.965050 7.308147 -1.990479 -0.07 -0.02 0.02
H 2.041603 8.378396 0.465627 -0.02 -0.10 0.13
H 0.504610 9.143298 0.659614 -0.07 -0.04 0.02
C -3.073810 -4.119875 4.188506 0.10 0.05 0.06
O -3.842588 -3.208371 4.493467 -0.02 0.12 -0.16
N -3.426066 -5.429629 4.269580 -0.14 -0.13 0.08
N -1.810108 -3.904483 3.744747 0.00 0.21 -0.33
H -2.812497 -6.188256 4.025092 0.11 0.08 0.00
H -4.352318 -5.633280 4.584780 -0.17 0.03 -0.27
H -1.503455 -2.954012 3.670112 0.02 0.04 0.15
H -1.178167 -4.653320 3.495377 0.19 -0.22 0.09
C 4.493282 11.211627 -0.613814 0.28 0.36 -0.10
O 5.253129 12.135437 -0.842437 -0.17 -0.22 0.05
N 3.155892 11.399503 -0.404027 -0.22 0.03 0.08
N 4.918956 9.914532 -0.551151 0.08 -0.17 0.03
H 2.510371 10.657635 -0.213341 0.02 -0.03 -0.10
H 2.815733 12.341356 -0.447459 0.03 0.04 0.00
H 5.895535 9.746720 -0.701164 0.03 0.02 0.00
H 4.316276 9.137011 -0.369744 -0.04 -0.03 -0.06
C 4.513760 1.797830 -6.255104 0.15 -0.19 -0.28
O 4.614150 1.415898 -5.088644 -0.34 0.25 0.22
N 4.720906 0.965103 -7.304933 -0.03 -0.12 0.19
N 4.192932 3.081080 -6.583321 -0.17 -0.03 0.19
H 4.649532 1.248412 -8.263400 0.02 0.04 -0.02
H 4.963533 0.013399 -7.096529 0.05 -0.02 -0.02
H 4.045244 3.725558 -5.832938 0.14 0.13 -0.02
H 4.110078 3.410222 -7.526447 0.04 -0.01 -0.03
C 6.037206 -2.480202 -3.507892 0.05 -0.45 -0.02
O 6.105965 -3.696611 -3.565630 -0.03 0.28 0.01
N 6.932919 -1.728346 -2.803937 0.11 0.09 0.16
N 5.058543 -1.770581 -4.143840 -0.22 0.28 -0.10
H 6.897366 -0.729249 -2.745196 -0.01 0.02 -0.07
H 7.665138 -2.218067 -2.326022 0.02 -0.03 -0.01
H 4.386522 -2.294011 -4.671092 -0.01 -0.08 0.02
H 4.980690 -0.768442 -4.114009 0.06 0.02 -0.11
C 0.758111 -6.921132 2.928798 0.19 -0.26 -0.15
O -0.190442 -6.142899 2.903192 -0.09 0.19 0.27
N 1.086778 -7.695644 1.863448 -0.26 0.14 -0.23
N 1.551205 -7.064318 4.026685 -0.06 0.20 0.13
H 1.857137 -8.334728 1.861415 0.04 -0.01 0.08
H 0.514141 -7.610379 1.036898 -0.10 0.10 0.08
H 1.329821 -6.506745 4.830214 -0.03 -0.04 0.05
H 2.329517 -7.692519 4.071860 0.00 -0.05 -0.04
C -3.503756 -7.258648 7.918379 0.36 0.06 -0.04
O -2.339280 -6.978771 7.679087 -0.24 -0.07 0.02
N -3.864675 -8.054670 8.965496 0.00 -0.09 0.12
N -4.537728 -6.797074 7.154753 -0.16 0.05 -0.19
H -4.811888 -8.297614 9.180817 -0.03 0.02 -0.02
H -3.128421 -8.409658 9.544956 0.03 0.00 0.01
H -4.301232 -6.208182 6.378131 0.12 0.03 0.23
H -5.500115 -7.013014 7.328841 0.00 -0.02 0.06
C -2.098544 -5.752811 -0.333726 0.10 -0.10 0.15
O -1.328124 -6.588500 0.110556 -0.01 -0.07 -0.27
N -2.431632 -4.630218 0.364950 0.14 0.15 0.15
N -2.689282 -5.877646 -1.557566 0.00 -0.06 -0.17
H -3.065119 -3.932593 0.027046 -0.10 -0.05 -0.02
H -2.016539 -4.514162 1.273691 -0.04 -0.05 0.04
H -2.465360 -6.694600 -2.092853 0.00 -0.03 0.00
H -3.326153 -5.206389 -1.939923 -0.03 0.03 0.03